DFT (wB97M-V/def2-TZVPD) results for C4H7NO in the gas phase at a distorted geometry.

LUMO level   1.00 eV
Frontier orbital gap   10.74 eV
ΔE to the lowest compared entry with this formula, charge and spin   214.6 kJ/mol
Structure (SMILES)   C[C@H]1N=CCO1
E_tot   -7797.420 eV

ORCA input file:
```
! RIJCOSX wB97M-V def2-TZVPD def2/J DEFGRID3
* xyz 0 1
C -0.6321 -1.2088 0.8240
C 0.7344 -0.6363 0.1455
N 0.4612 -0.5266 -1.2773
C -0.1162 0.6004 -1.3086
C 0.2612 1.5110 -0.1637
O 1.0251 0.6541 0.6517
H -0.6627 -2.2721 0.5803
H -1.6734 -0.8409 0.5790
H -0.5401 -1.0767 1.9081
H 1.5972 -1.2884 0.3204
H -0.8042 0.8058 -2.1014
H -0.5522 1.9702 0.4008
H 0.9019 2.3083 -0.5588
*
```